[1]
{"formula": "C12H25NO3S3Zn", "method": "the ωB97M-V functional and the def2-TZVPD basis", "gap_ev": 2.84, "lumo_energy_ev": -12.332, "homo_energy_ev": -15.174, "charge": 2, "relative_energy_kcal_mol": 10.9, "e_tot_ev": -101382.2337, "species": ["C", "C", "C", "C", "N", "C", "C", "C", "C", "O", "S", "O", "O", "C", "S", "S", "C", "C", "C", "H", "H", "H", "H", "H", "H", "H", "H", "H", "H", "H", "H", "H", "H", "H", "H", "H", "H", "H", "H", "H", "H", "H", "H", "H", "Zn"], "coordinates": [[-1.812, -3.245, -0.372], [-0.597, -3.963, -0.954], [0.649, -3.106, -1.045], [0.510, -1.920, -1.979], [-0.086, -0.684, -1.367], [-0.133, 0.399, -2.409], [-1.202, 1.455, -2.104], [-0.672, 2.765, -1.473], [-1.186, 2.918, -0.052], [-2.610, 3.055, -0.002], [-3.322, 2.189, 1.169], [-2.475, 2.224, 2.319], [-3.091, 0.693, 0.535], [0.586, -0.304, -0.262], [-0.195, -0.567, 1.144], [2.164, 0.390, -0.178], [2.038, 1.414, 1.339], [2.768, 0.776, 2.534], [1.859, -0.039, 3.469], [-2.496, -3.990, -0.005], [-1.486, -2.703, 0.515], [-2.290, -2.583, -1.078], [-0.361, -4.767, -0.270], [-0.828, -4.455, -1.887], [1.433, -3.727, -1.458], [0.974, -2.852, -0.042], [1.465, -1.698, -2.449], [-0.174, -2.212, -2.758], [0.834, 0.844, -2.585], [-0.404, -0.084, -3.331], [-1.936, 1.018, -1.448], [-1.690, 1.717, -3.026], [0.404, 2.710, -1.363], [-0.933, 3.630, -2.057], [-0.760, 3.800, 0.409], [-0.854, 2.061, 0.502], [-3.121, 0.054, 1.266], [2.526, 2.393, 1.062], [0.987, 1.601, 1.533], [3.608, 0.186, 2.210], [3.162, 1.584, 3.137], [2.209, -0.016, 4.485], [1.846, -1.062, 3.114], [0.843, 0.321, 3.404], [3.846, 3.780, 1.811]], "atomic_forces_ev_per_a": [[0.5, -0.5, -0.2], [-0.1, 0.1, 0.9], [-0.2, -0.3, -0.4], [-0.6, -1.1, 0.4], [1.5, 0.0, -1.2], [-1.5, 0.4, -0.2], [0.7, 0.7, 0.1], [-0.7, -0.8, 0.6], [0.5, 0.8, -0.6], [0.0, -1.0, 0.1], [-1.2, 0.9, -0.6], [0.8, -0.1, 1.0], [0.4, -0.3, -0.3], [1.7, 1.0, 1.2], [-1.1, 0.0, 0.1], [-0.3, 0.4, -1.0], [0.5, -1.6, 0.5], [-0.8, 0.4, 0.5], [0.3, -0.2, -1.1], [-0.6, -0.1, -0.1], [0.0, 0.4, 0.2], [-0.3, 0.3, 0.0], [0.2, -0.4, 0.1], [-0.1, 0.0, -0.5], [0.4, -0.1, -0.1], [0.2, 0.3, 0.2], [0.2, 0.6, 0.1], [-0.3, 0.1, -0.4], [0.6, 0.0, 0.3], [-0.2, -0.5, -0.2], [-0.4, -0.2, 0.0], [-0.3, -0.1, -0.4], [0.5, 0.2, -0.2], [0.0, 0.3, -0.3], [0.1, 0.3, 0.2], [-0.1, -0.4, 0.5], [-0.2, 0.1, 0.0], [-0.2, -0.1, -0.3], [-0.3, 0.4, 0.1], [0.4, -0.1, -0.2], [0.2, 0.3, 0.1], [0.0, -0.1, 0.4], [0.0, -0.5, 0.2], [-0.4, 0.4, 0.4], [0.2, 0.4, 0.0]], "mulliken_charge": [-0.86, -0.68, -0.47, -0.95, 0.55, -0.95, -0.78, -0.77, -0.28, -0.25, 0.61, -0.48, -0.37, 0.00, 0.02, -0.03, -0.54, -0.10, -1.42, 0.45, 0.09, 0.28, 0.40, 0.36, 0.41, 0.23, 0.43, 0.60, 0.56, 0.64, 0.32, 0.42, 0.39, 0.45, 0.49, 0.11, 0.33, 0.11, 0.42, 0.45, 0.30, 0.41, 0.30, 0.37, 0.43]}

---

[2]
{"formula": "C12H26AuNO3P2", "method": "the ωB97M-V functional and the def2-TZVPD basis", "gap_ev": [8.41, 6.35], "lumo_energy_ev": [-6.293, -9.287], "multiplicity": 3, "homo_energy_ev": [-14.699, -15.638], "s_squared": 2.01, "charge": 2, "e_tot_ev": -42750.6927, "species": ["Au", "P", "C", "C", "N", "C", "C", "C", "C", "C", "P", "H", "H", "H", "H", "H", "H", "H", "H", "O", "H", "H", "O", "H", "C", "H", "H", "H", "C", "H", "H", "H", "C", "H", "H", "H", "C", "H", "H", "H", "C", "O", "H", "H", "H"], "coordinates": [[-0.277, -0.350, 0.611], [-2.477, 0.230, 0.274], [-2.218, 1.446, -1.152], [-0.887, 2.178, -1.040], [0.088, 1.559, -0.322], [1.301, 2.163, -0.220], [1.578, 3.392, -0.824], [0.571, 4.015, -1.566], [-0.680, 3.403, -1.680], [2.341, 1.450, 0.636], [2.008, -0.410, 0.746], [-1.468, 3.865, -2.256], [2.548, 3.855, -0.719], [0.758, 4.964, -2.048], [3.346, 1.624, 0.252], [2.295, 1.872, 1.640], [-2.213, 0.896, -2.061], [-3.052, 2.147, -1.197], [0.143, -2.776, -3.556], [-0.418, -2.468, -4.375], [0.228, -2.320, -5.120], [2.627, -4.330, -0.778], [2.694, -4.853, -1.641], [3.173, -5.703, -1.406], [3.064, -1.037, -0.682], [4.089, -0.677, -0.590], [3.078, -2.127, -0.688], [2.656, -0.685, -1.630], [3.057, -0.885, 2.236], [3.066, -1.968, 2.355], [4.082, -0.539, 2.108], [2.648, -0.436, 3.141], [-3.331, 1.319, 1.548], [-4.202, 1.808, 1.112], [-3.657, 0.716, 2.396], [-2.642, 2.084, 1.905], [-3.885, -0.820, -0.402], [-4.232, -1.518, 0.360], [-4.720, -0.188, -0.707], [-3.544, -1.385, -1.270], [-1.530, -1.932, 3.373], [-1.010, -1.275, 2.226], [-0.713, -2.476, 3.889], [-2.316, -2.650, 3.061], [-1.968, -1.180, 4.061]], "atomic_forces_ev_per_a": [[0.8, 0.5, -0.9], [-3.7, 1.7, -1.7], [0.6, 0.3, 1.5], [-0.4, -0.2, 0.0], [0.4, 2.0, -1.2], [0.3, -0.2, 0.2], [-0.8, -0.4, -0.1], [-0.1, -0.5, 0.3], [0.6, -0.4, 0.5], [-0.7, -0.4, -0.3], [3.9, 0.6, -0.3], [-0.1, -0.1, 0.0], [0.1, -0.1, 0.1], [0.0, 0.0, 0.0], [0.0, -0.1, 0.0], [0.0, -0.1, 0.2], [-0.1, -0.7, -0.9], [0.0, 0.0, 0.1], [-1.4, 0.8, -2.7], [2.3, -0.4, 1.5], [-0.9, -0.4, 1.3], [0.3, -1.5, -1.8], [0.6, 0.0, 2.1], [-0.8, 1.6, -0.3], [-0.9, 0.1, 0.5], [-0.1, 0.1, 0.2], [0.0, 0.1, 0.0], [-0.1, 0.0, 0.0], [-1.0, 0.0, -0.4], [0.0, 0.0, -0.1], [-0.1, 0.1, -0.3], [-0.1, 0.0, 0.0], [0.8, -0.7, -0.2], [0.1, -0.2, -0.2], [0.0, 0.0, 0.0], [0.0, 0.0, 0.0], [0.9, 0.1, 0.4], [0.0, 0.0, 0.0], [0.1, 0.2, 0.1], [0.1, 0.0, 0.1], [-1.1, 0.5, -0.3], [-0.6, -2.0, 3.3], [-0.1, 0.2, -0.4], [0.6, 0.1, 0.2], [0.5, -0.4, -0.2]], "lowdin_spin": [0.50, 0.13, 0.01, 0.01, 0.16, 0.01, 0.01, 0.00, 0.01, 0.00, 0.08, 0.00, 0.00, 0.00, 0.00, 0.00, 0.00, 0.00, 0.00, 0.00, 0.00, 0.00, 0.00, 0.00, 0.02, 0.00, 0.00, 0.00, 0.01, 0.00, 0.00, 0.00, 0.01, 0.00, 0.00, 0.00, 0.03, 0.00, 0.01, 0.00, 0.10, 0.82, 0.05, 0.01, 0.01]}

---

[3]
{"formula": "C12H26BClFO3P", "method": "the ωB97M-V functional and the def2-TZVPD basis", "gap_ev": 9.24, "lumo_energy_ev": 0.504, "homo_energy_ev": -8.740, "e_tot_ev": -44214.0159, "species": ["C", "C", "B", "O", "P", "Cl", "C", "C", "F", "H", "H", "H", "H", "H", "H", "H", "H", "H", "H", "C", "C", "C", "O", "C", "H", "H", "H", "H", "H", "H", "H", "H", "C", "C", "C", "O", "C", "H", "H", "H", "H", "H", "H", "H", "H"], "coordinates": [[-3.995, -2.929, 3.615], [-2.533, -3.406, 3.746], [-1.546, -2.815, 2.670], [-1.922, -2.510, 1.407], [0.320, -2.588, 3.183], [1.252, -2.216, 1.389], [0.279, -0.837, 3.955], [-1.103, -0.329, 4.290], [0.880, 0.078, 3.107], [-4.408, -2.643, 4.582], [-4.083, -2.059, 2.960], [-4.640, -3.704, 3.200], [-2.483, -4.498, 3.652], [-2.150, -3.204, 4.749], [-2.743, -2.910, 1.102], [0.897, -0.885, 4.853], [-1.679, -0.176, 3.376], [-1.628, -1.022, 4.948], [-1.026, 0.627, 4.812], [-0.485, 0.479, -2.993], [0.187, -0.380, -1.928], [-0.952, -1.301, -1.515], [-1.767, -1.481, -2.680], [-1.388, -0.535, -3.682], [0.221, 0.956, -3.668], [-1.085, 1.261, -2.522], [1.006, -0.953, -2.367], [0.583, 0.194, -1.091], [-1.556, -0.849, -0.722], [-0.613, -2.276, -1.166], [-0.851, -1.059, -4.482], [-2.291, -0.094, -4.108], [3.387, 4.348, -2.945], [4.043, 3.464, -1.886], [2.899, 2.528, -1.519], [2.116, 2.374, -2.705], [2.508, 3.342, -3.678], [4.099, 4.842, -3.606], [2.773, 5.115, -2.469], [4.870, 2.901, -2.324], [4.423, 4.018, -1.028], [2.273, 2.958, -0.730], [3.235, 1.543, -1.193], [3.064, 2.843, -4.479], [1.610, 3.789, -4.108]], "atomic_forces_ev_per_a": [[0.0, 0.0, -0.1], [0.0, 0.0, 0.0], [-0.1, 0.2, 0.0], [0.3, -0.3, -0.2], [0.1, 0.0, 0.2], [0.0, 0.0, -0.1], [-0.1, -0.1, 0.0], [0.0, 0.1, 0.1], [0.1, 0.1, 0.0], [0.0, -0.1, 0.0], [0.0, 0.0, 0.0], [0.0, 0.0, 0.0], [0.0, 0.0, 0.0], [0.0, -0.1, 0.0], [-0.2, 0.2, 0.1], [0.0, 0.0, 0.0], [0.0, -0.1, 0.0], [0.0, 0.0, 0.0], [0.0, 0.0, 0.0], [-0.1, 0.0, 0.0], [0.0, 0.0, 0.0], [0.0, 0.0, 0.0], [0.0, 0.0, 0.0], [0.0, 0.0, 0.0], [0.0, 0.0, 0.0], [0.0, 0.0, 0.0], [0.0, 0.0, 0.0], [0.0, 0.0, 0.0], [0.0, 0.0, 0.0], [0.0, 0.0, 0.0], [0.0, 0.0, 0.0], [0.0, 0.0, 0.0], [0.0, 0.0, 0.0], [0.0, 0.0, 0.0], [0.0, 0.0, 0.0], [0.0, 0.0, 0.0], [0.0, 0.0, 0.0], [0.0, 0.0, 0.0], [0.0, 0.0, 0.0], [0.0, 0.0, 0.0], [0.0, 0.0, 0.0], [0.0, 0.0, 0.0], [0.0, 0.0, 0.0], [0.0, 0.0, 0.0], [0.0, 0.0, 0.0]], "mulliken_charge": [-1.14, -0.44, 0.32, -0.21, -0.26, -0.21, 0.34, -1.25, -0.29, 0.29, 0.31, 0.35, 0.33, 0.33, 0.24, 0.31, 0.27, 0.31, 0.39, -0.27, -0.29, -0.05, -0.44, -0.56, 0.12, 0.25, 0.22, 0.25, 0.03, 0.16, 0.31, 0.28, -0.58, -0.58, -0.43, -0.27, -0.48, 0.33, 0.27, 0.27, 0.34, 0.28, 0.27, 0.30, 0.27]}

---

[4]
{"formula": "C12H26CdN11O7", "method": "the ωB97M-V functional and the def2-TZVPD basis", "gap_ev": 4.21, "lumo_energy_ev": -4.817, "homo_energy_ev": -9.026, "charge": 1, "e_tot_ev": -48145.1505, "species": ["Cd", "N", "O", "O", "O", "C", "O", "N", "N", "H", "H", "H", "H", "C", "O", "N", "N", "H", "H", "H", "H", "C", "O", "N", "N", "H", "H", "H", "H", "C", "O", "N", "N", "H", "H", "H", "H", "N", "C", "C", "C", "C", "H", "H", "H", "H", "H", "N", "C", "C", "C", "C", "H", "H", "H", "H", "H"], "coordinates": [[2.444, 0.611, -2.505], [0.956, -0.518, 0.002], [-0.144, -0.691, 0.485], [1.160, 0.293, -0.884], [1.935, -1.093, 0.367], [0.507, -3.739, 2.797], [0.021, -4.749, 3.376], [0.984, -3.735, 1.609], [0.585, -2.506, 3.215], [0.796, -4.575, 1.080], [1.007, -2.851, 1.121], [0.131, -2.251, 4.080], [1.053, -1.788, 2.681], [2.434, 3.773, -2.096], [2.636, 2.585, -1.969], [1.657, 4.443, -1.229], [2.684, 4.509, -3.121], [1.329, 4.003, -0.381], [1.798, 5.443, -1.203], [2.732, 5.518, -3.134], [2.980, 3.997, -3.939], [2.857, -2.426, -3.075], [2.382, -1.313, -3.054], [3.232, -3.076, -2.021], [3.086, -3.165, -4.157], [3.871, -3.842, -2.175], [3.035, -2.673, -1.116], [2.918, -2.777, -5.074], [3.437, -4.107, -4.062], [-2.248, -1.002, -2.973], [-2.556, 0.151, -3.057], [-1.691, -1.484, -1.928], [-2.436, -1.834, -3.990], [-1.435, -0.915, -1.133], [-1.411, -2.452, -1.995], [-2.770, -1.498, -4.882], [-2.021, -2.754, -4.005], [-2.618, -1.012, 1.969], [-3.349, 0.104, 2.271], [-4.494, -0.334, 3.006], [-4.397, -1.702, 3.115], [-3.255, -2.128, 2.475], [-1.732, -1.084, 1.488], [-2.981, 1.082, 1.998], [-5.355, 0.255, 3.285], [-5.132, -2.306, 3.626], [-2.823, -3.097, 2.278], [-1.114, 4.456, 2.601], [-1.081, 3.615, 1.569], [0.210, 3.112, 1.503], [1.017, 3.697, 2.467], [0.133, 4.519, 3.193], [-1.963, 4.848, 2.984], [-1.915, 3.458, 0.902], [0.578, 2.354, 0.827], [2.073, 3.593, 2.667], [0.263, 5.061, 4.118]], "atomic_forces_ev_per_a": [[0.0, 0.7, 0.4], [-0.5, -0.6, 1.0], [-0.7, 0.1, 0.0], [-1.7, 3.5, -2.7], [2.7, -2.8, 1.9], [-2.6, -3.3, 3.3], [1.0, 2.2, -0.8], [1.9, -2.0, -6.0], [-0.7, 3.4, 3.6], [0.2, 0.2, -0.1], [0.1, -0.5, -0.2], [0.2, 0.0, -0.1], [-0.2, -0.2, 0.3], [-3.5, 2.9, 2.2], [1.1, -3.3, -0.2], [0.4, 0.1, 1.4], [2.4, 0.4, -4.1], [0.1, 0.0, 0.3], [-0.5, -0.1, 0.2], [-0.3, -0.3, 0.0], [0.4, 0.6, -0.1], [1.5, -2.9, -1.0], [-1.5, 2.2, -1.1], [0.7, -0.6, 2.9], [-0.3, 0.5, -2.2], [-0.3, 0.1, 0.9], [0.3, -0.2, 0.3], [0.1, -0.3, 0.1], [-0.3, 0.3, -0.3], [-1.0, 2.0, -2.0], [-0.8, 2.9, -0.3], [2.4, -3.0, 3.4], [-0.1, -2.5, -2.4], [-0.2, -0.1, -0.2], [0.1, 0.2, 0.8], [0.0, 0.2, 0.5], [-0.2, 0.2, 0.0], [-0.7, -0.6, 0.5], [-1.1, -0.5, 0.9], [1.6, 2.1, -1.6], [-0.1, -1.6, 0.1], [0.4, 0.4, -0.3], [-0.3, 0.4, 0.3], [-0.2, -0.1, 0.0], [0.3, 0.2, 0.2], [0.2, -0.2, -0.1], [-0.2, 0.0, 0.3], [0.6, 0.6, 1.3], [0.6, -1.1, -1.1], [-0.1, -0.8, -1.7], [-1.3, 1.7, 1.8], [0.4, -0.3, -0.2], [0.3, 0.1, -0.1], [0.0, -0.1, 0.2], [-0.3, 0.0, -0.3], [-0.2, -0.2, 0.0], [0.1, 0.1, -0.2]], "mulliken_charge": [1.37, 0.97, -0.66, -0.54, -0.79, 0.62, -0.69, -0.37, -0.30, 0.22, 0.16, 0.21, 0.20, 0.72, -0.64, -0.27, -0.36, 0.13, 0.22, 0.19, 0.20, 0.73, -0.69, -0.29, -0.40, 0.20, 0.18, 0.24, 0.17, 0.67, -0.66, -0.15, -0.40, 0.02, 0.14, 0.24, 0.15, 0.26, -0.07, -0.71, -0.41, -0.62, 0.39, 0.25, 0.37, 0.40, 0.38, 0.02, -1.09, 0.19, -0.82, -0.44, 0.23, 0.47, 0.65, 0.39, 0.42]}